DFT (ωB97M-V with the def2-TZVPD basis set) results for an isolated ion of composition C4H8NO3 and charge -1 at a distorted geometry.

XYZ file:
```
16
Properties=species:S:1:pos:R:3:nbo_charge:R:1
O -0.4125 1.6903 -1.1934 -0.709
C 0.0969 0.8001 -0.4949 0.636
C 0.1257 0.9363 1.0337 -0.511
C -0.5352 -0.2501 1.7715 -0.061
O -1.8431 0.0970 2.3320 -0.744
N 0.6583 -0.2943 -0.9718 -0.707
C 0.6563 -0.9582 -2.5578 0.200
O 1.1281 -2.1443 -2.4775 -0.871
H 1.1722 0.9628 1.3508 0.210
H -0.3781 1.8324 1.3954 0.198
H -0.7811 -1.0475 1.0801 0.197
H 0.0576 -0.5706 2.6128 0.152
H -1.8978 1.0528 2.3982 0.456
H 1.0998 -1.0370 -0.4537 0.380
H 1.2752 -0.2040 -3.0706 0.086
H -0.4225 -0.8657 -2.7546 0.090
```

maximum force	1.61	eV/Å
SMILES	O=C(CCO)NC[O-]
E_LUMO	3.498	eV
energy relative to the best compared isomer or geometry (same formula, charge and spin)	68.5	kcal per mole
HOMO-LUMO gap	7.0	eV
charge	-1